(1)
# C8H28BKO8

C8H28BKO8 as an isolated structure at a distorted geometry (ωB97M-V/def2-TZVPD, the OMol25 dataset).

```
46
Properties=species:S:1:pos:R:3:forces:R:3
K 3.1662 3.7818 -3.6493 -0.3 -0.4 0.3
B 1.1966 0.1780 -0.8264 -0.1 -0.1 -0.2
H 1.5896 1.1811 -0.7671 1.8 4.5 0.2
H 1.2527 -0.1197 -1.8619 -0.1 -1.4 -4.2
H 1.8411 -0.4309 -0.2115 2.7 -2.7 2.5
H 0.2122 0.2253 -0.3870 -4.1 -0.1 1.5
C -1.6246 -5.0099 2.6831 -0.2 1.6 -0.9
C -1.8497 -3.5670 3.1585 -0.6 0.3 0.8
O -0.6804 -2.7440 3.2541 -0.3 -0.7 -0.2
O -0.5659 -5.5358 3.3593 2.1 -1.2 0.8
H -1.2846 -4.9250 1.6510 -0.8 -0.2 -0.6
H -2.4524 -5.7111 2.7887 -0.5 0.6 -0.1
H -2.2015 -3.5738 4.1901 -0.1 -0.2 0.1
H -2.6378 -3.0849 2.5800 0.0 0.1 -0.3
H -0.3879 -2.4258 2.3969 -0.1 0.0 -0.3
H 0.1410 -5.4540 2.7149 0.6 -0.2 0.8
C -2.4352 0.6409 -5.3297 -1.4 -0.1 0.5
C -3.6157 1.3861 -4.6919 -0.2 0.5 -1.1
O -4.0687 2.5848 -5.3288 0.5 0.2 0.4
O -1.1934 1.2635 -5.1609 0.2 0.1 0.3
H -2.5593 0.3770 -6.3800 -0.2 0.1 0.0
H -2.4949 -0.2493 -4.7035 0.4 -0.7 -0.4
H -3.3066 1.6527 -3.6812 -0.1 0.2 0.0
H -4.4686 0.7120 -4.6132 0.0 -0.3 0.1
H -4.3308 2.4364 -6.2403 0.1 -0.4 0.0
H -1.0065 1.0003 -4.2568 0.9 0.4 0.2
C 5.9925 -1.7772 0.4400 -0.4 -0.7 1.2
C 5.3815 -2.3065 1.7763 -0.7 -0.2 -2.0
O 4.3248 -3.2669 1.4941 0.9 0.3 0.6
O 5.3581 -0.6659 -0.1026 -0.2 1.3 0.0
H 5.8949 -2.5416 -0.3309 0.8 -0.6 0.3
H 7.0111 -1.5081 0.7195 0.2 0.0 -0.7
H 4.9467 -1.4586 2.3056 0.3 0.0 0.4
H 6.1964 -2.7915 2.3138 -0.5 -0.2 0.3
H 3.7949 -2.8898 0.7880 -0.3 0.0 0.0
H 4.4075 -0.7484 0.0039 -0.4 0.1 -0.1
C -2.3575 4.3728 2.6991 1.7 -0.1 -0.3
C -1.2306 4.7595 1.6247 -1.9 0.9 1.9
O -1.5362 3.9894 0.5348 0.5 -0.5 -1.7
O -3.6616 4.7191 2.2745 0.6 0.3 -0.2
H -2.2175 4.8579 3.6651 0.5 -0.3 0.3
H -2.2911 3.2868 2.7650 -0.2 0.0 0.3
H -0.1866 4.7568 1.9383 0.1 -0.8 0.5
H -1.3634 5.8158 1.3908 -0.4 0.2 -0.4
H -1.0979 3.1390 0.6143 0.1 -0.2 -0.1
H -3.6009 5.6691 2.3985 -0.9 0.3 -0.3
```
Forces are in eV/Å.

Results
Largest force on an atom (hartree/bohr): 0.095
Orbital gap (eV): 5.96
Total charge: 0
HOMO level (eV): -8.02
Energy above the lowest of the compared OMol25 structures with the same formula, charge and spin (eV): 5.187

natural (NBO) population analysis, charges in e, atoms 1 to 2: K 0.995; B -0.828

(2)
# C8H28IN10O6

A 7-piece molecular cluster, C8H28IN10O6 overall at a distorted geometry (ωB97M-V/def2-TZVPD, the OMol25 dataset).

```
53
Properties=species:S:1:pos:R:3:forces:R:3
I -11.1295 14.8258 20.7332 0.0 -0.1 0.1
C -14.5612 11.9684 19.5034 -0.8 0.3 0.6
C -14.5484 11.7979 21.0191 2.5 1.0 0.2
C -13.3926 10.8754 21.4031 0.0 -0.5 0.0
O -14.2264 13.0663 21.6139 -1.8 0.3 0.7
H -14.6203 10.9583 19.0985 0.1 0.3 -0.7
H -13.7160 12.5875 19.2048 0.6 -0.8 0.0
H -15.3851 12.6184 19.1956 -0.4 -0.5 0.0
H -15.4975 11.4180 21.3932 -0.1 0.4 0.2
H -12.4642 11.3181 21.0306 -0.1 -0.3 -0.6
H -13.5839 9.8748 21.0042 0.4 0.0 -0.1
H -13.1581 10.7689 22.4647 -0.7 0.1 0.2
H -13.3091 13.3525 21.5198 0.2 -0.5 -0.4
C -13.1539 18.7624 21.4614 1.8 -0.5 -0.3
O -12.0002 18.9947 21.0978 -1.0 0.2 0.2
N -13.5164 17.5225 21.9155 -0.3 0.6 -0.1
N -14.1525 19.6812 21.4479 -0.5 0.2 0.2
H -14.4570 17.3738 22.2252 0.0 -0.5 0.1
H -12.8587 16.7673 21.7967 0.0 -0.1 0.1
H -14.0106 20.5996 21.0767 0.2 0.0 0.0
H -15.0681 19.4187 21.7546 -0.1 0.2 -0.1
C -15.0117 15.7612 18.0804 -2.0 -0.5 -0.4
O -15.9285 15.6349 17.2576 1.1 0.0 0.2
N -15.1905 16.5823 19.1543 0.4 -0.1 0.0
N -13.8474 15.0701 18.0928 1.0 -0.1 0.4
H -14.4315 16.7792 19.7818 -0.1 0.3 0.2
H -16.0578 17.0816 19.1630 0.1 0.2 0.1
H -13.3385 15.0249 18.9699 0.0 0.2 -0.1
H -13.6969 14.2470 17.5392 -0.5 0.1 -0.4
C -10.2468 11.5020 18.0251 0.3 0.7 -0.3
O -10.0122 10.5012 17.3597 -0.3 0.1 0.4
N -9.8592 11.6908 19.3194 0.0 -0.5 -0.3
N -10.8447 12.6256 17.4802 0.0 -0.5 -0.2
H -9.4381 10.8935 19.7602 0.0 0.1 0.2
H -10.2002 12.4818 19.8503 0.1 -0.2 0.1
H -10.9328 13.4850 17.9911 -0.2 -0.1 0.2
H -11.3435 12.4947 16.6203 0.1 0.1 -0.1
C -9.8077 17.6334 17.5546 0.2 2.2 -0.2
O -9.3289 18.5891 16.9176 -0.1 -1.1 0.3
N -9.9243 16.3880 17.0337 0.3 -0.2 -0.8
N -10.3276 17.7874 18.7903 -0.1 -1.1 -0.1
H -9.5464 16.2910 16.1078 -0.1 -0.3 0.1
H -10.2377 15.5923 17.5536 0.0 0.0 0.1
H -10.1993 18.6331 19.3090 -0.1 0.1 0.1
H -10.6605 16.9345 19.2249 0.0 0.6 0.5
C -7.1036 13.5680 22.7094 1.2 -0.6 1.3
O -6.3114 12.7745 23.2420 -0.5 0.4 -0.7
N -8.3409 13.7654 23.2113 -0.1 0.6 -0.7
N -6.7237 14.3503 21.6614 0.3 -0.3 -0.2
H -8.9849 14.2726 22.6226 -0.5 -0.2 0.4
H -8.6196 13.1833 23.9744 -0.2 -0.1 0.0
H -7.2220 15.1406 21.2989 -0.2 -0.1 0.0
H -5.7916 14.1561 21.3459 0.0 0.2 -0.1
```
Forces are in eV/Å.

Results
Largest force on an atom (hartree/bohr): 0.053
Orbital gap (eV): 8.83
Total charge: -1
HOMO level (eV): -6.48
Energy above the lowest of the compared OMol25 structures with the same formula, charge and spin (eV): 0.000

natural (NBO) population analysis, charges in e, atoms 1 to 2: I -0.889; C -0.635

(3)
# C8H28O6

A 6-piece molecular cluster, C8H28O6 overall (ωB97M-V/def2-TZVPD, the OMol25 dataset).

```
42
Properties=species:S:1:pos:R:3:forces:R:3
C 2.2047 1.6820 -1.9367 0.2 -0.2 0.6
C 3.4013 0.9893 -1.2749 0.2 0.4 -0.9
C 3.1514 -0.4770 -1.0777 0.1 -0.5 0.7
O 4.5480 1.0924 -2.1430 0.0 -0.1 0.1
H 2.4547 2.7016 -2.2277 0.0 0.0 0.0
H 1.3709 1.6996 -1.2279 0.0 0.1 -0.2
H 1.9113 1.1111 -2.8153 0.0 0.1 -0.1
H 3.6560 1.4652 -0.3228 -0.2 0.0 0.1
H 4.0536 -0.9621 -0.6992 0.0 0.0 -0.1
H 2.8480 -0.9931 -1.9872 0.0 0.2 -0.1
H 2.3785 -0.6487 -0.3248 -0.1 0.1 -0.1
H 4.9235 1.9741 -2.0679 -0.1 0.0 0.0
C -0.8897 0.3093 0.5602 0.2 0.1 -0.4
O -2.0781 0.5557 -0.1708 0.0 0.1 0.2
H -0.8549 0.8548 1.5075 -0.1 -0.1 0.0
H -0.8409 -0.7614 0.7326 0.0 0.0 0.2
H -0.0102 0.5829 -0.0351 0.0 0.0 0.1
H -2.1342 1.5010 -0.3850 0.0 0.0 -0.1
C 0.7749 -1.6298 2.8965 0.3 -0.1 0.8
O 1.9118 -2.0369 2.1400 -0.2 0.0 0.2
H 0.8498 -1.9229 3.9528 0.2 0.0 -0.1
H 0.6718 -0.5449 2.8797 -0.3 0.0 -0.2
H -0.1027 -2.1583 2.5370 0.0 0.2 -0.4
H 2.7085 -1.7758 2.6080 0.0 0.0 -0.1
C 0.3673 -2.8849 -0.9252 -0.4 0.1 0.4
O 1.4759 -3.4132 -0.2364 0.2 -0.2 -0.2
H -0.5466 -2.9373 -0.3153 0.0 0.0 -0.1
H 0.4925 -1.8330 -1.2111 0.1 -0.1 -0.1
H 0.2047 -3.4908 -1.8135 0.1 0.1 -0.1
H 1.6570 -2.9065 0.5670 -0.1 0.0 -0.1
C -3.4003 3.7746 -1.5841 -0.3 0.0 -0.5
O -2.2056 3.2192 -1.0582 0.2 0.1 0.1
H -4.1567 3.7195 -0.8069 0.0 0.1 0.0
H -3.2698 4.8087 -1.9097 0.0 0.0 0.2
H -3.7576 3.2152 -2.4561 0.1 -0.1 0.1
H -1.4602 3.5064 -1.5916 0.0 -0.1 0.0
C -3.8069 -1.3710 2.3588 0.3 0.3 0.0
O -3.7377 -1.3427 0.9488 -0.1 0.0 0.2
H -4.1139 -0.4080 2.7876 -0.2 -0.1 -0.1
H -4.5251 -2.1357 2.6422 0.0 0.0 0.1
H -2.8330 -1.6016 2.8198 -0.1 -0.2 -0.1
H -3.2918 -0.5271 0.6657 0.0 -0.1 -0.2
```
Forces are in eV/Å.

Results
Largest force on an atom (hartree/bohr): 0.019
Orbital gap (eV): 9.94
Total charge: 0
HOMO level (eV): -9.57
Energy above the lowest of the compared OMol25 structures with the same formula, charge and spin (eV): 1.274
SMILES: CC(C)O.CO.CO.CO.CO.CO

natural (NBO) population analysis, charges in e, atoms 1 to 2: C -0.626; C 0.095

(4)
# C8H30B2ClN2O2V

C8H30B2ClN2O2V as an isolated structure at a distorted geometry (ωB97M-V/def2-TZVPD, the OMol25 dataset).

```
46
Properties=species:S:1:pos:R:3:forces:R:3
V 0.8834 0.2265 0.9005 1.7 -0.6 -0.7
B 2.5598 -1.6823 -0.4142 0.6 0.4 0.0
H 1.4852 -1.4546 -0.0656 -2.0 0.2 0.5
H 2.8283 -2.7843 -0.1484 0.2 -1.4 0.3
H 2.5968 -1.4376 -1.5538 0.1 0.1 -1.5
H 3.2503 -0.9251 0.1364 0.9 0.7 0.6
B -0.6118 1.8233 1.6084 -1.0 0.4 0.1
H -1.0254 0.8568 1.1746 -1.9 -1.6 -1.0
H 0.0676 1.3436 2.3891 1.4 -0.2 1.9
H 0.0088 2.2032 0.7370 1.0 1.5 -1.2
H -1.4749 2.4651 2.0327 -0.7 0.9 0.5
Cl 2.9456 1.8313 1.2028 -0.5 -0.5 0.0
C 1.3147 2.8691 -1.7185 -0.9 0.5 -0.4
C 0.1168 1.9312 -1.9595 1.1 0.2 0.4
C -0.2241 1.7437 -3.4474 0.0 0.3 0.5
O -1.2966 0.8258 -3.5705 0.0 -0.4 0.3
C -2.5894 1.3948 -3.4695 0.2 0.1 -1.2
N 0.4586 0.6001 -1.3870 -0.8 0.4 -0.7
H 2.2627 2.3372 -1.7506 0.0 0.0 0.0
H 1.2433 3.3720 -0.7568 0.1 -0.3 0.2
H 1.2964 3.6739 -2.4641 0.2 -0.1 -0.1
H -0.7602 2.2697 -1.4029 0.0 0.2 -0.1
H 0.6701 1.3330 -3.9258 -0.2 -0.2 -0.2
H -0.4939 2.6539 -3.9985 0.2 0.2 0.3
H -3.2719 0.6610 -3.0515 0.0 0.0 0.1
H -2.8890 1.6138 -4.5025 -0.4 0.0 0.1
H -2.6661 2.3443 -2.9362 0.3 -0.2 0.4
H -0.3008 0.0465 -1.7940 0.3 -0.6 0.6
H 1.2971 0.2554 -1.8592 0.1 -0.1 0.3
C -0.7151 -1.7395 3.9402 -0.4 0.6 0.1
C 0.3027 -2.2154 2.9168 0.1 1.2 -0.5
C -0.3629 -2.5626 1.5940 0.4 -1.3 -0.6
O -0.7265 -1.4001 0.8508 -0.3 -0.9 1.2
C -1.7774 -1.6465 -0.0397 -0.7 -0.5 -0.4
N 1.2862 -1.0940 2.6697 0.5 -0.9 1.6
H -0.2514 -1.4756 4.8944 0.0 -0.4 0.1
H -1.5401 -2.4409 4.0761 0.3 -0.3 0.2
H -1.2037 -0.8042 3.6464 0.2 0.0 -0.5
H 0.9125 -3.0345 3.3001 -0.5 -0.5 -0.1
H -1.2199 -3.2305 1.7442 -0.4 0.5 0.4
H 0.2682 -3.2127 0.9771 0.5 0.4 -0.1
H -1.4355 -2.1320 -0.9630 0.2 0.6 -0.2
H -2.3303 -0.7174 -0.1728 0.3 0.1 -0.4
H -2.5068 -2.3828 0.3301 0.2 0.2 0.5
H 1.4202 -0.7472 3.6259 -0.3 0.9 -0.4
H 2.1983 -1.5555 2.6046 -0.1 0.2 -1.1
```
Forces are in eV/Å.

Results
Largest force on an atom (hartree/bohr): 0.053
Orbital gap (alpha / beta) (eV): 6.07 / 7.41
2S+1: 4
Total charge: -1
HOMO level (alpha / beta) (eV): -3.34 / -4.68

natural (NBO) population analysis, charges in e, atoms 1 to 2: V 0.976; B -0.699

no.,E (eV)
1,-42123.90944
2,-44046.13797
3,-21032.97224
4,-55420.22716